Below is a molecular structure, C23H32CsN7SSe3Te2, with properties calculated with wB97M-V/def2-TZVPD.

```
69
Properties=species:S:1:pos:R:3
Cs -1.31435 -0.48110 0.87819
Se -2.78472 -3.31120 2.00344
Se -3.63811 -2.92819 4.16845
Te -3.18606 -0.46690 4.68894
Se -5.45365 0.52425 5.06546
N 2.00364 -3.62176 0.85505
C 1.34196 -4.42631 0.36854
C 0.52845 -5.45253 -0.26264
C -0.70442 -5.75877 0.29477
C -1.49120 -6.72341 -0.32138
C -1.03940 -7.36894 -1.46162
C 0.20244 -7.05882 -2.00676
C 0.99349 -6.09191 -1.40771
H -1.06677 -5.23654 1.18062
H -2.46212 -6.94415 0.10185
H -1.66058 -8.11715 -1.93922
H 0.54990 -7.56027 -2.90070
H 1.95726 -5.82666 -1.82246
Te 0.90390 1.93545 -0.87286
C 0.47581 2.37310 -2.90934
C 1.46379 2.85332 -3.77979
C 1.18311 3.15462 -5.10587
C -0.09958 2.98748 -5.61512
C -1.09304 2.51103 -4.77101
C -0.80754 2.20982 -3.44408
H 2.46806 2.99311 -3.39871
H 1.97529 3.52517 -5.74798
H -0.32101 3.22351 -6.64911
H -2.10241 2.37211 -5.14323
H -1.59815 1.83776 -2.80329
C 4.48904 -1.45248 -0.81629
C 5.60706 -1.04782 0.14388
C 6.04646 0.39087 -0.10900
C 5.20427 -1.28336 1.59723
N 4.11765 -0.41879 2.01555
C 2.80707 -0.57894 1.87578
N 2.19962 0.50438 2.27446
N 3.17748 1.34001 2.69858
N 4.33351 0.79420 2.55426
H 4.83891 -1.40477 -1.84849
H 3.63697 -0.77232 -0.73431
H 4.12509 -2.46585 -0.62233
H 6.47034 -1.70545 -0.01778
H 5.21484 1.08370 0.02643
H 6.40315 0.49969 -1.13484
H 6.84507 0.69857 0.56880
H 6.03742 -1.09300 2.27351
H 4.86954 -2.31175 1.73910
H 2.35226 -1.46305 1.45454
C -6.02690 2.90448 1.85162
C -4.67979 2.21782 1.98668
N -3.85925 2.81247 3.03764
C -2.56091 3.13231 2.91432
S -1.48917 3.09607 4.21498
N -2.10778 3.45223 1.65890
C -2.79788 4.35411 0.74089
C -2.76732 3.87075 -0.69946
H -6.61706 2.43870 1.05951
H -5.91013 3.96733 1.62451
H -6.57831 2.80452 2.78691
H -4.13273 2.23721 1.05051
H -4.83534 1.17248 2.27172
H -4.13702 2.49523 3.97002
H -1.09995 3.54064 1.65141
H -2.31382 5.33592 0.79613
H -3.81675 4.49405 1.09563
H -1.73811 3.72708 -1.03046
H -3.25276 4.59488 -1.35769
H -3.27877 2.91177 -0.80526
```

Summary:
- charge = -2
- F_max (eV Å⁻¹) = 0.71
- M (g mol⁻¹) = 1063.61
- relative energy (zero: lowest compared OMol25 entry of this formula, charge and spin) (kcal/mol) = 0.1
- E_HOMO (eV) = -0.95
- electronic energy (a.u.) = -9437.6840

Charges computed using natural (NBO), reported in e: 0.902, -0.854, -0.266, 0.114, -0.866, -0.374, 0.333, -0.179, -0.158, -0.193, -0.200, -0.227, -0.174, 0.289, 0.230, 0.207, 0.208, 0.219, -0.514, -0.199, -0.264, -0.223, -0.271, -0.211, -0.274, 0.209, 0.191, 0.191, 0.193, 0.206, -0.627, -0.217, -0.615, -0.209, -0.204, 0.151, -0.300, -0.057, -0.094, 0.207, 0.239, 0.212, 0.189, 0.236, 0.204, 0.202, 0.214, 0.219, 0.247, -0.612, -0.241, -0.640, 0.322, -0.322, -0.647, -0.216, -0.619, 0.198, 0.185, 0.230, 0.187, 0.244, 0.453, 0.422, 0.182, 0.198, 0.241, 0.195, 0.196